C7H15IN2P | the ωB97M-V functional and the def2-TZVPD basis

Values from the calculation:
* LUMO (spin up / spin down): -4.21 / -3.87 eV
* net charge: +1
* ΔE to the lowest compared entry with this formula, charge and spin: 45.0 kcal per mole
* HOMO energy (spin up / spin down): -0.39612 / -0.40292 hartree
* frontier orbital gap (spin up / spin down): 6.56 / 7.09 eV

Positions of all 26 atoms, in Å:
C1 -0.8733 2.0771 0.9575
C2 0.4510 2.2210 1.1299
C3 -1.5383 1.1858 -0.0154
C4 1.3941 1.4595 0.3062
C5 -0.5711 0.2239 -0.6213
C6 0.7162 0.9578 -0.9499
C7 0.7443 -2.1137 2.1214
N1 -0.8227 -1.1370 -0.7122
N2 1.7725 0.1663 -1.6262
P1 -0.4329 -2.6747 -1.3162
I1 2.0423 -3.0498 -1.3534
H1 -1.6067 2.5499 1.4631
H2 0.7719 2.8712 1.9300
H3 -2.4584 0.7467 0.3172
H4 -1.8375 1.9678 -0.7364
H5 2.2243 2.0310 0.1254
H6 1.8000 0.6409 0.7817
H7 1.6704 -1.6212 1.6493
H8 0.3577 1.7647 -1.6487
H9 0.5249 -1.4232 2.8987
H10 1.2254 -2.9093 2.7294
H11 -0.0083 -2.5981 1.5105
H12 -1.8064 -1.2465 -0.2976
H13 2.6963 0.5520 -1.4731
H14 1.3209 0.1450 -2.5660
H15 1.9007 -0.8671 -1.5057



C3H8BrClSi | the ωB97M-V functional and the def2-TZVPD basis

Values from the calculation:
* LUMO (spin up / spin down): 0.02 / -0.48 eV
* net charge: 0
* ΔE to the lowest compared entry with this formula, charge and spin: 49.8 kcal per mole
* HOMO energy (spin up / spin down): -0.28404 / -0.30107 hartree
* frontier orbital gap (spin up / spin down): 7.75 / 7.71 eV

Positions of all 14 atoms, in Å:
C1 1.8383 -0.0675 1.3562
C2 -0.9541 -0.2942 -2.1622
C3 0.7455 0.9376 1.3539
Si1 -1.4420 -0.3436 -0.3309
Cl1 -1.8411 -2.2342 0.2897
Br1 -3.2613 0.9263 -0.0361
H1 1.4907 -1.0295 1.7288
H2 2.2542 -0.2026 0.3593
H3 2.6519 0.2619 2.0113
H4 -0.5680 -1.2571 -2.4821
H5 -1.8052 -0.0428 -2.7912
H6 -0.1832 0.4494 -2.3430
H7 0.8981 1.8399 0.7879
H8 0.1760 1.0565 2.2584



C5H8N2O | the ωB97M-V functional and the def2-TZVPD basis

Values from the calculation:
* LUMO: 0.32 eV
* net charge: 0
* ΔE to the lowest compared entry with this formula, charge and spin: 248.3 kcal per mole
* HOMO energy: -0.31095 hartree
* frontier orbital gap: 8.78 eV

Positions of all 16 atoms, in Å:
C1 -1.8454 0.4943 0.1749
C2 1.3311 1.2787 0.2355
C3 1.7800 -0.1832 0.6791
C4 1.6646 -1.2789 -0.5822
C5 0.3121 -0.8916 0.2729
H1 -3.7657 -0.3248 0.6637
H2 -1.7788 1.8433 0.3735
H3 2.0008 1.9707 -0.2458
H4 0.9132 1.6656 1.3049
H5 2.1881 -0.6530 1.5420
H6 1.8457 -1.1434 -1.7514
H7 1.9728 -2.2966 -0.2650
H8 0.0310 -1.6462 1.4956
N1 -2.8898 -0.6982 -0.0355
N2 -0.6368 -0.0342 -0.3154
O1 0.2281 1.1494 -0.6678



C22H29N5O2 | the ωB97M-V functional and the def2-TZVPD basis

Values from the calculation:
* LUMO: 0.72 eV
* net charge: 0
* structure (SMILES): CC[C@H]1CCCCN1Cc1nc2c(c(=O)n(C)c(=O)n2C)n1Cc1ccccc1
* ΔE to the lowest compared entry with this formula, charge and spin: 1.2 kcal per mole
* HOMO energy: -0.30266 hartree
* frontier orbital gap: 8.95 eV

Positions of all 58 atoms, in Å:
C1 1.0234 3.3794 -1.2702
C2 -0.1892 2.4974 -1.5422
C3 0.1164 1.2170 -2.3409
C4 0.5209 1.5124 -3.7902
C5 1.0151 0.2303 -4.4547
C6 2.2746 -0.2903 -3.7464
C7 2.3799 0.3086 -2.3338
N1 1.1144 0.4022 -1.6353
C8 0.5971 -0.8923 -1.2204
C9 -0.4899 -0.7149 -0.2208
N2 -1.7417 -1.1030 -0.4069
C10 -2.3918 -0.7417 0.7193
C11 -1.5251 -0.1190 1.6052
C12 -1.9492 0.3811 2.8744
O1 -1.2626 0.9507 3.7047
N3 -3.3103 0.1366 3.0800
C13 -3.8884 0.5854 4.3361
C14 -4.2034 -0.4860 2.2176
O2 -5.3678 -0.6306 2.5226
N4 -3.7071 -0.9271 1.0098
C15 -4.5784 -1.5795 0.0580
N5 -0.3040 -0.1110 0.9715
C16 0.9310 0.4070 1.5071
C17 1.9099 -0.6999 1.8059
C18 1.5014 -1.8225 2.5151
C19 2.3947 -2.8436 2.7843
C20 3.7069 -2.7510 2.3511
C21 4.1224 -1.6318 1.6504
C22 3.2271 -0.6124 1.3767
H1 0.7408 4.2094 -0.6266
H2 1.4266 3.7919 -2.1915
H3 1.8040 2.8101 -0.7729
H4 -0.6319 2.2047 -0.5878
H5 -0.9400 3.0704 -2.0905
H6 -0.8178 0.6400 -2.3791
H7 1.3024 2.2706 -3.8326
H8 -0.3483 1.8996 -4.3242
H9 1.2211 0.4106 -5.5109
H10 0.2188 -0.5159 -4.3999
H11 3.1701 -0.0149 -4.3056
H12 2.2465 -1.3793 -3.6878
H13 3.0633 -0.2891 -1.7247
H14 2.7917 1.3181 -2.3978
H15 0.1869 -1.4892 -2.0490
H16 1.4167 -1.4523 -0.7578
H17 -3.0935 1.0495 4.9152
H18 -4.6863 1.3014 4.1413
H19 -4.3075 -0.2642 4.8743
H20 -5.5764 -1.6136 0.4899
H21 -4.2158 -2.5879 -0.1406
H22 -4.5871 -1.0178 -0.8757
H23 0.6788 0.9440 2.4272
H24 1.3615 1.0990 0.7791
H25 0.4803 -1.8930 2.8613
H26 2.0673 -3.7122 3.3361
H27 4.4041 -3.5481 2.5616
H28 5.1454 -1.5536 1.3127
H29 3.5518 0.2600 0.8279



C31H51BN8PdS3 | the ωB97M-V functional and the def2-TZVPD basis

Values from the calculation:
* LUMO: -7.84 eV
* net charge: +2
* ΔE to the lowest compared entry with this formula, charge and spin: 26.0 kcal per mole
* HOMO energy: -0.51414 hartree
* frontier orbital gap: 6.15 eV

Positions of all 95 atoms, in Å:
Pd1 0.0664 2.8280 1.0529
C1 3.7513 0.2935 3.2509
C2 2.6272 -0.2028 2.4046
C3 2.1910 -1.4978 2.4273
C4 1.0906 -1.8905 1.6335
N1 0.5121 -1.0411 0.8187
N2 0.9225 0.2187 0.7742
B1 0.2556 1.2024 -0.2338
N3 1.2436 1.5336 -1.3861
N4 1.7862 0.4651 -1.9586
C5 2.6887 0.6173 -2.8950
C6 3.0996 1.9160 -3.2796
C7 2.5371 3.0220 -2.7063
C8 2.9471 4.4132 -3.0587
C9 1.5541 2.7924 -1.7122
S1 0.8081 4.1243 -0.9415
C10 3.2693 -0.6380 -3.5230
C11 2.1247 -1.3920 -4.2141
C12 3.8683 -1.5058 -2.4047
C13 4.3523 -0.3289 -4.5580
N5 -1.1636 0.8077 -0.7721
N6 -1.2785 -0.3689 -1.3941
C14 -2.4121 -0.6947 -1.9685
C15 -3.5013 0.2076 -1.9802
C16 -3.4188 1.3977 -1.3201
C17 -4.5539 2.3616 -1.2286
C18 -2.1880 1.6840 -0.6778
S2 -2.0439 3.1509 0.1885
C19 -2.5269 -2.0717 -2.6091
C20 -1.3885 -2.2227 -3.6244
C21 -3.8687 -2.2845 -3.3105
C22 -2.3832 -3.1123 -1.4925
C23 1.9232 0.6952 1.5620
S3 2.2953 2.3697 1.5617
C24 0.5179 -3.2988 1.6589
C25 1.1598 -4.1703 2.7385
C26 -0.9869 -3.1766 1.9607
C27 0.7934 -3.9219 0.2776
H1 4.1167 -0.4843 3.9167
H2 3.4342 1.1513 3.8455
H3 4.5784 0.6338 2.6240
H4 2.6745 -2.2223 3.0677
H5 3.8770 2.0364 -4.0193
H6 3.7532 4.4005 -3.7876
H7 3.2809 4.9512 -2.1682
H8 2.1079 4.9742 -3.4771
H9 1.3380 -1.6107 -3.4968
H10 2.4975 -2.3284 -4.6285
H11 1.7076 -0.8009 -5.0318
H12 3.1124 -1.7403 -1.6544
H13 4.7004 -0.9894 -1.9217
H14 4.2462 -2.4356 -2.8289
H15 3.9688 0.2722 -5.3845
H16 4.7015 -1.2693 -4.9820
H17 5.2164 0.1701 -4.1150
H18 -4.4069 -0.0550 -2.5071
H19 -5.4344 1.9762 -1.7365
H20 -4.2880 3.3244 -1.6701
H21 -4.8076 2.5527 -0.1838
H22 -1.4786 -1.4773 -4.4174
H23 -1.4172 -3.2116 -4.0819
H24 -0.4324 -2.0907 -3.1246
H25 -4.0282 -1.5736 -4.1234
H26 -4.7054 -2.2339 -2.6110
H27 -3.8721 -3.2833 -3.7447
H28 -1.4208 -3.0019 -1.0034
H29 -2.4591 -4.1180 -1.9068
H30 -3.1753 -2.9909 -0.7503
H31 1.0142 -3.7484 3.7350
H32 2.2259 -4.3243 2.5630
H33 0.6835 -5.1499 2.7216
H34 -1.1279 -2.8349 2.9888
H35 -1.4760 -4.1448 1.8542
H36 -1.4612 -2.4601 1.2963
H37 1.8588 -4.1379 0.1741
H38 0.5054 -3.2407 -0.5222
H39 0.2477 -4.8590 0.1655
C28 -3.0997 1.0698 4.2415
C29 -2.1686 2.2327 4.5702
C30 -1.1681 1.8409 5.6503
C31 -2.9847 3.4545 5.0184
N7 -1.4641 2.5241 3.3004
N8 -0.4602 3.5435 3.3063
H40 -3.6837 0.7932 5.1177
H41 -2.5262 0.2008 3.9156
H42 -3.7950 1.3486 3.4452
H43 -1.7077 1.4788 6.5242
H44 -0.5684 2.6936 5.9746
H45 -0.5081 1.0447 5.3001
H46 -3.6363 3.1765 5.8466
H47 -3.6113 3.8249 4.2039
H48 -2.3372 4.2623 5.3634
H49 -2.1580 2.7535 2.6026
H50 0.1751 3.3605 4.0711
H51 -0.8245 4.4899 3.4135



H12O6 | the ωB97M-V functional and the def2-TZVPD basis

Values from the calculation:
* LUMO: 0.08 eV
* net charge: 0
* structure (SMILES): O.O.O.O.O.O
* ΔE to the lowest compared entry with this formula, charge and spin: 37.7 kcal per mole
* HOMO energy: -0.42067 hartree
* frontier orbital gap: 11.53 eV

Positions of all 18 atoms, in Å:
O1 -0.3789 -2.8262 3.8259
H1 0.2461 -3.5509 3.8440
H2 0.1071 -2.0997 3.4358
O2 -2.2625 -0.9027 -0.4675
H3 -1.8819 -0.0245 -0.4612
H4 -3.1174 -0.7967 -0.0503
O3 -0.6227 3.9535 -3.2629
H5 -0.7865 3.0105 -3.2747
H6 0.0661 4.0693 -2.6084
O4 0.6434 1.3256 0.1611
H7 0.5267 1.9218 0.9008
H8 0.9853 0.5218 0.5524
O5 -0.1554 -0.8578 -4.0886
H9 -1.0498 -0.7553 -4.4138
H10 -0.2209 -0.6886 -3.1487
O6 2.4060 -0.4540 2.9644
H11 2.5440 -0.9446 3.7746
H12 2.9512 -0.9014 2.3171



C32H76O14 | the ωB97M-V functional and the def2-TZVPD basis

Values from the calculation:
* LUMO: 0.51 eV
* net charge: 0
* HOMO energy: -0.35091 hartree
* frontier orbital gap: 10.06 eV

Positions of all 122 atoms, in Å:
C1 -4.9751 1.9248 -2.6467
C2 -3.5031 2.1904 -2.3735
C3 -2.8853 2.5652 -3.7177
O1 -3.9701 2.3733 -4.6832
C4 -5.1839 2.6480 -3.9645
H1 -5.5575 2.4186 -1.8599
H2 -5.1276 0.8676 -2.8242
H3 -3.1161 1.2725 -1.9195
H4 -3.4912 2.9606 -1.6624
H5 -1.9992 1.9786 -4.0214
H6 -2.6150 3.6278 -3.6788
H7 -5.9997 2.1903 -4.5004
H8 -5.3335 3.7812 -3.9444
C5 1.4036 4.3168 -1.7728
C6 1.9656 3.1768 -2.7420
C7 0.7039 2.4079 -3.1191
O2 -0.1494 2.5183 -2.0023
C8 0.0415 3.8093 -1.3953
H9 1.2780 5.2829 -2.2876
H10 2.1062 4.4487 -0.9255
H11 2.7305 2.5548 -2.2332
H12 2.4444 3.6999 -3.5278
H13 0.8772 1.3783 -3.3217
H14 0.2928 2.9778 -4.0010
H15 -0.1405 3.6472 -0.3270
H16 -0.7516 4.5070 -1.6486
C9 0.0393 -5.2154 2.0774
C10 -1.3691 -5.0506 1.4938
C11 -1.1931 -5.2149 -0.0199
O3 0.1828 -4.9980 -0.3240
C12 0.8940 -5.5669 0.8371
H17 0.1054 -5.9767 2.8179
H18 0.4678 -4.4030 2.5505
H19 -1.8197 -4.0726 1.6331
H20 -2.0503 -5.7731 1.8835
H21 -1.7028 -4.5490 -0.7596
H22 -1.4660 -6.1662 -0.3650
H23 1.8834 -5.1139 0.8796
H24 0.8455 -6.6323 0.6595
C13 2.0168 2.7705 4.4732
C14 1.9157 2.6524 2.9563
C15 3.3588 2.6704 2.5372
O4 4.0636 3.4993 3.5083
C16 3.5172 2.9614 4.7092
H25 1.6253 1.8936 5.0172
H26 1.5354 3.7063 4.8004
H27 1.4444 3.5702 2.4941
H28 1.3971 1.7812 2.5762
H29 3.4695 3.0071 1.4690
H30 3.8374 1.6984 2.5783
H31 3.7858 3.5627 5.5994
H32 4.0664 1.9682 4.8605
C17 -2.9502 3.1031 1.4679
C18 -2.4370 3.4796 2.8283
C19 -1.9961 2.0880 3.2966
O5 -3.0010 1.1393 2.7782
C20 -3.6000 1.7278 1.6263
H33 -2.1460 3.1797 0.7533
H34 -3.6915 3.8384 1.2092
H35 -3.2312 3.8082 3.5029
H36 -1.6476 4.2258 2.8593
H37 -2.0463 1.9947 4.3969
H38 -1.0110 1.7941 2.9062
H39 -4.7019 1.7543 1.7467
H40 -3.3720 1.0732 0.7527
C21 -1.4620 -2.0252 -3.4060
C22 -1.3596 -0.5651 -3.7757
C23 -0.3808 -0.5441 -4.9932
O6 -0.2321 -1.9377 -5.3749
C24 -1.2317 -2.7140 -4.7518
H41 -2.4156 -2.3538 -2.9740
H42 -0.6899 -2.4106 -2.6505
H43 -0.9339 -0.0116 -2.9210
H44 -2.3304 -0.1650 -4.1058
H45 0.6348 -0.1238 -4.9255
H46 -0.8851 -0.0121 -5.7559
H47 -0.8497 -3.7302 -4.6561
H48 -2.1664 -2.8531 -5.4065
C25 -1.6205 -2.6170 4.5602
C26 -0.1960 -2.0868 4.2472
C27 -0.0264 -0.9270 5.2215
O7 -1.2400 -0.8004 6.0026
C28 -2.3109 -1.4029 5.2517
H49 -1.5420 -3.4602 5.2091
H50 -2.1467 -2.9071 3.6369
H51 -0.1632 -1.7930 3.2252
H52 0.5483 -2.8590 4.4148
H53 0.0900 -0.0379 4.6606
H54 0.7086 -1.0595 5.9838
H55 -2.7494 -0.6535 4.5846
H56 -3.1355 -1.6157 5.9265
C29 0.0179 0.1495 0.6885
C30 -0.2331 -1.2506 0.0022
C31 1.0973 -1.5161 -0.6752
O8 1.5858 -0.2118 -1.0608
C32 1.3850 0.5650 0.1652
H57 -0.0518 0.1395 1.7706
H58 -0.8187 0.7924 0.3242
H59 -1.0195 -1.1646 -0.7369
H60 -0.5480 -1.9352 0.8371
H61 1.2123 -2.1304 -1.5757
H62 1.8129 -2.0485 0.0249
H63 1.4473 1.6145 -0.0830
H64 2.1666 0.3480 0.8683
O9 3.5988 -0.4364 -3.1133
H65 2.9150 -0.5410 -2.4133
H66 3.5681 -1.2206 -3.6725
O10 4.8935 -0.5209 0.5534
H67 5.4740 0.1245 0.9363
H68 5.1311 -0.4604 -0.3977
O11 3.3370 -1.0821 2.7388
H69 2.7934 -0.2850 2.9180
H70 3.6009 -1.0234 1.7881
O12 2.1255 -4.7757 -2.4777
H71 3.0361 -4.8429 -2.3208
H72 1.6577 -4.9867 -1.6668
O13 2.4661 -2.7315 -4.6499
H73 2.2324 -3.4355 -4.0231
H74 1.6040 -2.5003 -5.0302
O14 5.8390 0.4484 -1.9344
H75 5.1886 0.0875 -2.5105
H76 6.5071 0.7573 -2.4687



H7O4 | the ωB97M-V functional and the def2-TZVPD basis

Values from the calculation:
* LUMO: 4.56 eV
* net charge: -1
* ΔE to the lowest compared entry with this formula, charge and spin: 13.7 kcal per mole
* HOMO energy: -0.17537 hartree
* frontier orbital gap: 9.33 eV

Positions of all 11 atoms, in Å:
O1 0.2335 -0.6284 -0.0034
H1 0.0752 -1.5950 -0.0794
O2 0.4717 0.5214 2.2350
H2 0.1514 0.0660 1.3914
H3 -0.1554 1.0206 2.7057
O3 -2.5753 -0.6685 -0.8394
H4 -1.6854 -0.9416 -0.4750
H5 -2.1689 -0.2069 -1.5298
O4 1.9879 0.8291 -1.5726
H6 1.1963 0.3701 -1.0271
H7 2.4691 1.2332 -0.8055



Energy list, top to bottom, in Eh: -1023.91730, -3442.80963, -379.69251, -1280.06716, -2996.77061, -458.61233, -2318.06570, -305.18862